Record 1
{
  "formula": "C2H7IN3",
  "method": "ωB97M-V/def2-TZVPD",
  "symbols": ["C", "N", "C", "N", "N", "I", "H", "H", "H", "H", "H", "H", "H"],
  "coordinates": [[-1.08, -1.61, -0.57], [0.27, -1.35, -0.03], [0.58, -0.18, 0.23], [1.55, 0.60, 0.97], [-0.22, 1.08, -0.05], [0.59, 2.64, -1.31], [-1.62, -2.38, 0.08], [-0.93, -2.11, -1.51], [-1.70, -0.69, -0.70], [2.08, 1.28, 0.46], [1.83, 0.42, 1.94], [-1.19, 0.81, -0.38], [-0.15, 1.49, 0.90]],
  "nbo_charge": [-0.436, -0.318, 0.558, -0.913, -0.784, 0.482, 0.259, 0.249, 0.149, 0.407, 0.439, 0.434, 0.474],
  "homo_energy_ha": -0.53584,
  "e_above_lowest_kcal_mol": 59.5,
  "total_charge": 1,
  "total_energy_ev": -14748.870,
  "orbital_gap_ev": 8.246,
  "smiles": "C/N=C(/N)[NH2+]I",
  "lumo_ha": -0.233
}

***

Record 2
{
  "formula": "C5H4O",
  "method": "ωB97M-V/def2-TZVPD",
  "symbols": ["O", "C", "C", "C", "C", "C", "H", "H", "H", "H"],
  "coordinates": [[1.43, 1.12, -1.75], [1.11, 1.12, -0.58], [0.06, 0.31, -0.01], [-1.09, 0.04, 0.85], [-0.10, -1.00, 0.73], [-0.92, -0.76, -0.46], [1.80, 1.68, 0.10], [-1.85, 0.47, 1.36], [0.54, -1.74, 1.14], [-0.99, -1.26, -1.37]],
  "nbo_charge": [-0.513, 0.410, -0.189, -0.152, -0.198, -0.245, 0.121, 0.246, 0.257, 0.263],
  "homo_energy_ha": -0.33264,
  "e_above_lowest_kcal_mol": 97.8,
  "total_energy_ev": -7291.467,
  "orbital_gap_ev": 10.056,
  "smiles": "O=C[C@]12[C@@H]3[C@H]1[C@@H]32",
  "lumo_ha": 0.037
}

***

Record 3
{
  "formula": "C3H6N4S",
  "method": "ωB97M-V/def2-TZVPD",
  "symbols": ["H", "N", "C", "N", "N", "C", "N", "C", "S", "H", "H", "H", "H", "H"],
  "coordinates": [[-4.48, 0.44, 0.06], [-3.63, -0.25, -0.14], [-2.69, 0.56, -0.15], [-1.44, 0.09, -0.05], [-1.48, -1.16, 0.32], [-0.23, 0.75, -0.03], [0.82, -0.02, 0.07], [1.98, 0.60, 0.19], [3.41, -0.28, -0.12], [-2.57, 1.71, 0.10], [-0.81, -1.78, -0.39], [-2.47, -1.34, 0.06], [-0.40, 1.80, 0.06], [1.97, 1.65, 0.53]],
  "nbo_charge": [0.382, -0.694, 0.273, -0.249, -0.618, 0.303, -0.524, -0.064, -0.076, 0.165, 0.369, 0.391, 0.177, 0.166],
  "homo_energy_ha": -0.30655,
  "e_above_lowest_kcal_mol": 104.1,
  "total_energy_ev": -19999.823,
  "orbital_gap_ev": 7.497,
  "smiles": "[H]/N=C/N(N)/C=N/C=S",
  "lumo_ha": -0.031
}

***

Record 4
{
  "formula": "C6H13N2O4P",
  "method": "ωB97M-V/def2-TZVPD",
  "symbols": ["C", "C", "C", "C", "C", "C", "N", "N", "O", "O", "O", "O", "P", "H", "H", "H", "H", "H", "H", "H", "H", "H", "H", "H", "H", "H"],
  "coordinates": [[-0.75, 0.49, -1.14], [-1.55, 0.38, -2.39], [-0.94, 3.22, -1.11], [2.17, -3.09, 0.31], [-0.83, -1.36, 2.37], [-0.40, 1.77, -0.67], [0.61, 2.57, 1.23], [0.36, 1.60, 0.47], [-0.33, -0.67, -0.47], [2.28, -0.19, 0.28], [0.98, -2.32, 0.43], [0.31, -0.54, 2.02], [0.96, -0.71, 0.60], [-1.77, 1.35, -2.90], [-2.61, -0.12, -2.38], [-0.87, -0.24, -3.09], [-0.22, 3.57, -1.93], [-0.90, 3.80, -0.16], [-1.93, 2.87, -1.47], [2.00, -4.02, -0.34], [2.45, -3.54, 1.37], [3.12, -2.62, -0.06], [-0.71, -2.49, 2.49], [-1.44, -1.16, 1.41], [-1.30, -0.75, 3.16], [1.30, 2.20, 1.97]],
  "nbo_charge": [0.395, -0.693, -0.666, -0.257, -0.276, 0.022, -0.353, -0.187, -0.771, -1.082, -0.836, -0.829, 2.570, 0.240, 0.242, 0.248, 0.235, 0.258, 0.223, 0.187, 0.167, 0.211, 0.217, 0.196, 0.207, 0.332],
  "homo_energy_ha": [-0.32209, -0.32211],
  "e_above_lowest_kcal_mol": 57.4,
  "total_energy_ev": -26890.505,
  "orbital_gap_ev": [8.820, 8.821],
  "lumo_ha": [0.002, 0.002]
}

***

Record 5
{
  "formula": "CHN3O2",
  "method": "ωB97M-V/def2-TZVPD",
  "symbols": ["O", "C", "N", "N", "N", "O", "H"],
  "coordinates": [[1.13, -0.77, 0.94], [0.22, -0.25, 0.13], [-0.56, -0.95, -0.63], [-1.31, -0.05, -1.20], [-1.12, 1.12, -0.78], [-0.04, 1.02, 0.10], [1.68, -0.11, 1.44]],
  "nbo_charge": [-0.630, 0.749, -0.358, -0.025, 0.065, -0.318, 0.517],
  "homo_energy_ha": -0.40642,
  "e_above_lowest_kcal_mol": 34.0,
  "total_energy_ev": -9615.930,
  "orbital_gap_ev": 11.177,
  "smiles": "Oc1nnno1",
  "lumo_ha": 0.004
}

***

Record 6
{
  "formula": "C44H45Cl5N6O5STi",
  "method": "ωB97M-V/def2-TZVPD",
  "symbols": ["Ti", "O", "C", "C", "C", "N", "C", "C", "C", "O", "O", "C", "O", "O", "H", "H", "H", "C", "C", "C", "C", "C", "C", "C", "N", "C", "N", "C", "C", "C", "C", "C", "C", "C", "N", "C", "C", "C", "C", "C", "C", "C", "H", "H", "H", "H", "H", "H", "H", "H", "H", "H", "H", "H", "H", "H", "H", "H", "H", "H", "H", "H", "H", "H", "Cl", "C", "C", "C", "Cl", "C", "Cl", "C", "Cl", "C", "Cl", "C", "C", "C", "C", "N", "C", "S", "N", "C", "C", "C", "C", "H", "H", "H", "H", "H", "H", "H", "H", "H", "H", "H", "H", "H", "H", "H", "H", "H", "H", "H", "H"],
  "coordinates": [[0.03, -1.61, -0.80], [4.57, -5.53, 0.67], [3.57, -4.61, 0.43], [3.80, -3.26, 0.43], [2.71, -2.38, 0.19], [1.49, -2.93, -0.12], [1.27, -4.24, -0.09], [2.27, -5.14, 0.21], [-0.19, -4.59, -0.40], [-0.56, -5.75, -0.37], [-0.89, -3.55, -0.65], [2.69, -0.95, 0.22], [3.68, -0.24, 0.56], [1.51, -0.45, -0.11], [5.39, -5.04, 0.76], [4.79, -2.85, 0.60], [2.07, -6.20, 0.23], [-2.38, 4.58, -3.82], [-3.59, 3.73, -3.54], [-4.87, 4.16, -3.86], [-5.99, 3.38, -3.60], [-5.82, 2.12, -3.05], [-4.55, 1.65, -2.74], [-3.43, 2.46, -2.95], [-2.13, 2.05, -2.65], [-1.70, 1.08, -1.74], [-2.53, 0.94, -0.68], [-2.49, 0.06, 0.46], [-1.56, -0.97, 0.55], [-1.70, -1.79, 1.69], [-2.68, -1.59, 2.65], [-3.56, -0.52, 2.52], [-3.48, 0.33, 1.42], [-4.44, 1.48, 1.29], [-0.57, 0.48, -1.90], [0.20, 0.86, -3.04], [-0.15, 0.42, -4.31], [0.64, 0.72, -5.41], [1.78, 1.50, -5.24], [2.08, 2.00, -3.99], [1.30, 1.71, -2.87], [1.60, 2.31, -1.53], [-2.68, 5.55, -4.22], [-1.72, 4.12, -4.56], [-1.80, 4.74, -2.92], [-4.98, 5.14, -4.32], [-6.97, 3.75, -3.85], [-6.67, 1.48, -2.87], [-4.42, 0.65, -2.37], [-1.41, 2.32, -3.30], [-3.30, 1.57, -0.68], [-1.02, -2.62, 1.82], [-2.75, -2.25, 3.50], [-4.31, -0.33, 3.27], [-5.07, 1.55, 2.18], [-5.11, 1.38, 0.43], [-3.92, 2.44, 1.19], [-1.04, -0.18, -4.43], [0.38, 0.32, -6.38], [2.42, 1.72, -6.09], [2.95, 2.64, -3.86], [2.46, 2.98, -1.60], [1.81, 1.51, -0.82], [0.74, 2.87, -1.15], [2.56, -2.23, -3.29], [0.92, -2.61, -3.79], [-0.11, -2.27, -2.94], [-1.38, -2.52, -3.45], [-2.77, -2.02, -2.48], [-1.63, -3.09, -4.69], [-3.25, -3.36, -5.26], [-0.55, -3.43, -5.50], [-0.81, -4.13, -7.06], [0.74, -3.18, -5.05], [2.09, -3.55, -6.08], [0.14, 4.51, 4.94], [0.38, 3.20, 4.21], [1.29, 3.38, 3.00], [1.43, 2.16, 2.09], [2.39, 1.17, 2.58], [2.00, 0.00, 3.17], [0.43, -0.29, 3.64], [3.01, -0.90, 3.29], [2.81, -2.29, 3.64], [3.59, -2.74, 4.88], [2.86, -2.54, 6.21], [2.72, -1.08, 6.61], [-0.55, 4.39, 5.78], [-0.28, 5.26, 4.27], [1.07, 4.92, 5.34], [-0.57, 2.77, 3.88], [0.81, 2.46, 4.89], [2.28, 3.68, 3.34], [0.90, 4.20, 2.39], [1.81, 2.49, 1.13], [0.47, 1.67, 1.92], [3.13, 1.01, 1.90], [3.76, -0.73, 2.63], [3.10, -2.91, 2.78], [1.74, -2.44, 3.78], [4.54, -2.20, 4.91], [3.83, -3.80, 4.76], [3.40, -3.09, 6.99], [1.87, -2.99, 6.13], [3.70, -0.59, 6.63], [2.28, -0.98, 7.61], [2.08, -0.54, 5.92]],
  "mulliken_spin": [1.021, 0.006, -0.019, 0.112, 0.300, 0.126, -0.038, 0.216, -0.024, 0.009, -0.032, 0.125, 0.123, 0.048, 0.001, 0.013, 0.025, 0.000, 0.000, 0.000, 0.000, 0.000, 0.001, 0.000, 0.001, 0.035, -0.021, 0.015, 0.008, -0.076, 0.001, 0.006, -0.002, 0.000, 0.021, 0.026, -0.019, 0.000, 0.002, 0.001, -0.035, 0.003, 0.000, 0.000, 0.000, 0.000, 0.000, 0.000, 0.000, -0.002, 0.000, -0.012, 0.000, 0.001, 0.000, 0.000, 0.000, 0.001, 0.000, 0.000, 0.000, 0.000, -0.002, -0.001, -0.001, 0.015, -0.022, 0.036, 0.002, -0.008, 0.000, 0.013, 0.001, -0.008, -0.001, 0.000, 0.000, 0.000, 0.002, -0.001, -0.001, 0.001, 0.014, 0.013, -0.004, 0.001, 0.000, 0.000, 0.000, 0.000, 0.000, 0.000, 0.000, 0.000, -0.002, 0.001, -0.003, -0.003, -0.008, -0.002, 0.002, 0.001, 0.000, 0.000, 0.000, 0.000, 0.000],
  "spin_multiplicity": 3,
  "homo_energy_ha": [0.00018, -0.11207],
  "e_above_lowest_kcal_mol": 5.1,
  "s_squared": 2.01,
  "total_charge": -2,
  "total_energy_ev": -162106.420,
  "orbital_gap_ev": [3.742, 6.796],
  "lumo_ha": [0.138, 0.138]
}